Record 1
The following is a quantum chemistry calculation of a single C23H26N4O molecule, from OMol25.

```
! wB97M-V def2-TZVPD RIJCOSX def2/J DEFGRID3
* xyz 0 1
C 4.881 3.230 -0.044
H 5.427 3.247 0.895
H 3.870 3.586 0.129
C 4.826 1.822 -0.624
H 5.829 1.393 -0.666
H 4.440 1.880 -1.644
C 3.909 0.873 0.171
N 2.583 1.446 0.148
C 1.562 0.685 0.251
N 0.330 1.281 0.241
C -0.874 0.747 -0.186
C -1.147 -0.235 -1.090
N -2.510 -0.493 -1.096
N -3.106 0.488 -0.300
C -2.137 1.254 0.334
O -2.349 2.140 1.140
C -4.432 0.363 0.134
C -5.020 -0.892 0.281
C -6.331 -0.989 0.708
C -7.056 0.153 1.007
C -6.461 1.398 0.883
C -5.156 1.511 0.441
H -4.682 2.474 0.352
H -7.018 2.289 1.127
H -8.078 0.071 1.343
H -6.784 -1.963 0.817
H -4.444 -1.783 0.080
C -3.193 -0.849 -2.321
H -2.986 -0.139 -3.129
H -2.874 -1.845 -2.624
H -4.265 -0.865 -2.137
C -0.226 -1.000 -1.971
H 0.752 -0.528 -1.969
H -0.601 -1.021 -2.994
H -0.113 -2.028 -1.624
H 0.329 2.279 0.401
C 1.660 -0.771 0.482
C 0.694 -1.503 1.163
C 0.892 -2.850 1.406
C 2.060 -3.468 0.992
C 3.049 -2.731 0.364
C 2.863 -1.382 0.113
C 3.914 -0.515 -0.508
H 4.897 -0.979 -0.421
H 3.695 -0.381 -1.574
H 3.977 -3.203 0.075
H 2.210 -4.521 1.180
H 0.135 -3.418 1.927
H -0.203 -1.018 1.517
C 4.387 0.740 1.623
H 4.244 1.679 2.148
H 5.440 0.469 1.651
H 3.812 -0.028 2.136
H 5.380 3.901 -0.740
*
```

Calculated values
Energy relative to the best compared isomer or geometry (same formula, charge and spin) = 0.797 eV
LUMO level = 0.0207 Eh
Total energy = -32281.243 eV
Structure (SMILES) = CC[C@]1(C)Cc2ccccc2C(Nc2c(C)n(C)n(-c3ccccc3)c2=O)=N1
Gap between HOMO and LUMO = 8.1938 eV

=====

Record 2
The following is a quantum chemistry calculation of a single C23H26N4O4 molecule at a distorted geometry, from OMol25.

```
! wB97M-V def2-TZVPD RIJCOSX def2/J DEFGRID3
* xyz 0 1
O -2.850 -1.080 -1.691
C -2.571 -1.295 -0.525
N -3.413 -1.904 0.331
C -3.151 -2.172 1.723
H -3.445 -3.209 1.919
C -3.964 -1.220 2.618
C -5.227 -0.765 1.878
C -5.763 -1.910 1.024
C -4.764 -2.216 -0.098
H -4.825 -3.271 -0.394
H -4.962 -1.605 -0.981
H -6.727 -1.646 0.588
H -5.914 -2.788 1.654
H -5.980 -0.434 2.594
H -4.992 0.079 1.227
H -3.367 -0.351 2.895
H -4.235 -1.742 3.537
H -2.082 -2.083 1.922
C -1.238 -0.878 0.026
C -1.125 0.231 0.832
C 0.127 0.708 1.230
C 1.318 0.131 0.721
N 2.524 0.750 0.867
C 2.644 2.179 0.702
H 1.666 2.654 0.712
H 3.244 2.599 1.515
C 3.299 2.460 -0.672
C 2.413 1.788 -1.693
C 1.244 2.384 -2.071
C 0.320 1.675 -2.863
C 0.591 0.404 -3.249
C 1.824 -0.237 -2.901
O 2.159 -1.366 -3.227
N 2.698 0.529 -2.106
C 3.950 -0.131 -1.776
C 4.592 0.399 -0.503
C 4.718 1.911 -0.657
H 5.275 2.347 0.175
H 5.242 2.157 -1.583
H 5.579 -0.064 -0.406
C 3.794 0.071 0.773
H 3.645 -1.004 0.865
H 4.393 0.399 1.633
H 3.737 -1.203 -1.717
H 4.642 0.004 -2.617
H -0.106 -0.179 -3.826
H -0.611 2.146 -3.138
H 1.023 3.386 -1.741
H 3.298 3.539 -0.845
C 1.166 -1.079 0.017
C -0.071 -1.555 -0.339
H -0.142 -2.449 -0.941
H 2.033 -1.624 -0.314
N 0.129 1.680 2.270
O 1.151 1.839 2.920
O -0.915 2.262 2.512
H -1.999 0.750 1.197
*
```

Calculated values
Energy relative to the best compared isomer or geometry (same formula, charge and spin) = 4.135 eV
LUMO level = -0.0148 Eh
Total energy = -38421.798 eV
Structure (SMILES) = O=C(c1ccc(N2C[C@@H]3C[C@H](C2)c2cccc(=O)n2C3)c([N+](=O)[O-])c1)N1CCCCC1
Gap between HOMO and LUMO = 7.6448 eV

=====

Record 3
The following is a quantum chemistry calculation of a single C23H26N4O4 molecule at a distorted geometry, from OMol25.

```
! wB97M-V def2-TZVPD RIJCOSX def2/J DEFGRID3
* xyz 0 1
C 1.943 4.767 -3.667
C 2.042 3.272 -3.385
C 1.097 2.814 -2.276
C 1.443 3.427 -0.915
O 0.860 2.726 0.167
C 1.357 1.517 0.519
C 0.673 0.852 1.542
C 1.077 -0.389 1.978
C 2.198 -0.998 1.415
C 2.907 -0.315 0.432
C 2.491 0.918 -0.028
H 3.060 1.400 -0.806
H 3.792 -0.776 0.018
C 2.719 -2.314 1.844
O 3.903 -2.596 1.858
N 1.808 -3.263 2.231
N 0.479 -3.146 2.106
C -0.270 -4.102 2.486
C -1.699 -4.032 2.417
C -2.547 -3.047 1.896
N -3.799 -3.457 2.201
N -3.832 -4.615 2.858
C -2.578 -4.975 2.999
H -2.324 -5.882 3.511
H -4.659 -2.992 1.955
C -2.318 -1.821 1.150
C -3.094 -0.698 1.398
C -2.913 0.459 0.657
C -1.972 0.511 -0.358
C -1.171 -0.628 -0.611
C -1.353 -1.771 0.141
H -0.754 -2.647 -0.034
O -0.261 -0.491 -1.613
C 0.564 -1.589 -1.914
H 1.217 -1.254 -2.719
H 1.171 -1.883 -1.053
H -0.022 -2.447 -2.260
O -1.747 1.584 -1.158
C -2.430 2.779 -0.871
H -3.515 2.658 -0.959
H -2.093 3.500 -1.614
H -2.180 3.150 0.127
H -3.522 1.320 0.882
H -3.829 -0.705 2.190
H 0.142 -5.021 2.923
H 2.208 -4.143 2.572
H 0.526 -0.882 2.762
H -0.187 1.335 1.980
H 2.532 3.487 -0.785
H 1.035 4.438 -0.830
H 1.131 1.727 -2.187
H 0.072 3.072 -2.537
H 1.797 2.722 -4.296
H 3.072 3.023 -3.117
H 2.581 5.037 -4.506
H 0.920 5.040 -3.914
H 2.255 5.348 -2.803
*
```

Calculated values
Energy relative to the best compared isomer or geometry (same formula, charge and spin) = 3.956 eV
LUMO level = 0.0186 Eh
Total energy = -38421.977 eV
Structure (SMILES) = CCCCOc1ccc(C(=O)N/N=C/c2cn[nH]c2-c2ccc(OC)c(OC)c2)cc1
Gap between HOMO and LUMO = 8.3702 eV

=====

Record 4
The following is a quantum chemistry calculation of C23H26N5O2S3Ti as an isolated structure at a distorted geometry, from OMol25.

```
! wB97M-V def2-TZVPD RIJCOSX def2/J DEFGRID3
* xyz -1 1
Ti 0.485 -0.794 -0.127
O 0.698 -1.935 -4.120
C 0.735 -1.404 -3.017
N 0.248 -1.840 -1.849
C -0.560 -3.053 -1.847
C -1.686 -2.835 -0.884
C -2.815 -3.646 -0.829
C -3.776 -3.375 0.123
C -3.588 -2.316 1.003
C -2.438 -1.564 0.891
N -1.516 -1.817 -0.045
C 1.343 -0.014 -2.857
C 1.920 0.658 -3.912
C 2.322 1.974 -3.713
C 2.107 2.562 -2.482
C 1.524 1.809 -1.471
N 1.170 0.542 -1.660
H -0.910 -3.287 -2.857
H 0.026 -3.903 -1.477
H -2.919 -4.465 -1.527
H -4.667 -3.987 0.186
H -4.308 -2.080 1.773
H -2.220 -0.742 1.560
H 2.024 0.137 -4.852
H 2.774 2.537 -4.519
H 2.373 3.592 -2.291
H 1.307 2.216 -0.492
N 2.558 -1.702 -0.249
C 3.600 -1.357 0.733
C 3.594 0.142 0.978
N 2.220 0.533 1.298
H 2.281 -2.693 -0.094
H 2.922 -1.640 -1.197
H 4.589 -1.687 0.400
H 3.366 -1.888 1.658
H 3.904 0.675 0.071
H 4.312 0.384 1.770
H 2.133 1.526 1.479
H 1.910 0.028 2.131
S 1.869 -3.977 3.749
C 1.272 -3.465 2.274
S 0.522 -1.855 2.215
S 1.324 -4.391 0.815
C -2.054 1.579 -1.025
C -1.357 1.568 0.301
O -0.459 0.618 0.547
C -1.625 2.511 1.322
C -1.043 2.413 2.615
C -1.312 3.354 3.589
C -2.165 4.432 3.347
C -2.755 4.535 2.092
C -2.502 3.604 1.099
H -1.766 0.702 -1.613
H -1.811 2.469 -1.623
H -3.148 1.560 -0.927
H -0.400 1.570 2.835
H -0.858 3.240 4.567
H -2.371 5.162 4.118
H -3.430 5.359 1.883
H -2.978 3.718 0.135
*
```

Calculated values
Energy relative to the best compared isomer or geometry (same formula, charge and spin) = 0.185 eV
LUMO level (alpha / beta) = 0.0674 / 0.0694 Eh
Total energy = -91444.532 eV
Gap between HOMO and LUMO (alpha / beta) = 4.3829 / 4.4557 eV